[1]
ORCA calculation (ωB97M-V/def2-TZVPD) on 2 unconnected molecules or ions with the total composition H4NOPS2.

Summary:
**Net charge**: 0
**HOMO**: -9.298 eV
**Frontier orbital gap**: 8.867 eV
**LUMO level**: -0.0159 hartree

XYZ file:
```
9
Properties=species:S:1:pos:R:3:lowdin_charge:R:1
N -1.92506 -1.14032 1.33102 -0.204
O 1.25160 0.84277 -2.08276 -0.086
P -2.16660 0.19652 0.42158 -0.209
S -1.48346 1.88030 1.17806 0.152
S -3.19179 -0.12447 -1.16323 0.183
H -2.70606 -1.85427 1.35163 0.094
H -1.64765 -0.94668 2.21942 -0.013
H 0.79266 0.68790 -2.97850 0.085
H 1.69656 1.66137 -2.02810 -0.003
```

---

[2]
ORCA calculation (ωB97M-V/def2-TZVPD) on 2 unconnected molecules or ions with the total composition H4NP.

Summary:
**Net charge**: 0
**HOMO (alpha / beta)**: -8.626 / -8.734 eV
**Frontier orbital gap (alpha / beta)**: 7.151 / 7.259 eV
**LUMO level (alpha / beta)**: -0.0542 / -0.0542 hartree

XYZ file:
```
6
Properties=species:S:1:pos:R:3:lowdin_charge:R:1
N 2.66590 -0.64631 0.52810 -0.121
P -0.47280 -0.05564 -0.21578 0.451
H 2.42055 -1.04711 -0.49596 0.045
H 2.99236 -1.24559 1.36922 0.034
H 1.96167 0.17655 0.77167 -0.034
H 0.25223 0.68102 -1.07858 -0.375
```

---

[3]
ORCA calculation (ωB97M-V/def2-TZVPD) on 2 unconnected molecules or ions with the total composition H4NS.

Summary:
**Net charge**: -1
**HOMO**: -2.537 eV
**Frontier orbital gap**: 7.405 eV
**LUMO level**: 0.1789 hartree

XYZ file:
```
6
Properties=species:S:1:pos:R:3:lowdin_charge:R:1
N -1.13371 0.01631 -0.66281 -0.037
H -0.42729 -0.68087 -0.85915 -0.027
H -1.30890 -0.02417 0.33435 -0.034
H -0.62846 0.89887 -0.71310 -0.018
S 1.58417 -0.01220 1.59553 -0.386
H 1.91419 -0.19795 0.30517 -0.498
```

---

Computed energy relative to the best compared isomer or geometry (same formula, charge and spin) (kcal/mol) in order:
25.80 74.22 2.14
Computed DFT total energy (Ha) in order:
-1270.15476 -398.35943 -455.37128